C5H6NS | the ωB97M-V functional and the def2-TZVPD basis

Each line ends with the natural charge from an NBO analysis.
Element x y z (Å)
C  -2.201125  -0.191467  -0.091439  0.0454
C  -1.759272  1.118024  -0.009099  -0.3563
C  -0.125739  -1.202931  0.119074  0.0198
C  0.595762  -0.027186  0.156294  -0.1557
C  2.370468  0.142533  -0.020150  -0.5489
N  -1.436728  -1.262139  0.004127  -0.2752
S  -0.123913  1.504727  0.142808  0.7732
H  -3.257728  -0.386954  -0.244293  0.2453
H  -2.438985  1.957989  -0.064741  0.2817
H  0.382371  -2.159939  0.165279  0.2440
H  2.684696  0.879626  0.704684  0.2391
H  2.517221  0.459627  -1.039119  0.2421
H  2.792967  -0.831911  0.176576  0.2456

Cartesian forces (eV/Å) of the 6 atoms listed first:
C -0.252 0.395 0.018
C 0.433 0.159 0.047
C 0.202 0.007 0.050
C 3.921 1.689 -0.671
C -3.866 -0.734 0.750
N -0.229 -0.499 -0.042

Total charge: +1
Multiplicity: 1
Relative energy (zero: lowest compared OMol25 entry of this formula, charge and spin) (eV): 0.657
HOMO level (eV): -15.276
Total energy (a.u.): -646.74317
Kohn-Sham gap (hartree): 0.3279

=====

CH3N3O2 | the ωB97M-V functional and the def2-TZVPD basis

Each line ends with the natural charge from an NBO analysis.
Element x y z (Å)
C  -0.518196  -0.910211  0.083991  0.0739
N  0.768290  -0.993948  0.415867  -0.1214
N  -1.320407  0.138885  0.072690  -0.0810
N  1.465515  0.948295  -0.546367  -0.2719
O  1.656280  -0.078660  0.245093  -0.0911
O  -1.074442  1.309800  0.452694  -0.3836
H  -0.983337  -1.875895  -0.058633  0.2045
H  -2.300069  -0.063116  -0.187773  0.3573
H  2.306367  1.524851  -0.477563  0.3134

Cartesian forces (eV/Å) of the 6 atoms listed first:
C 1.374 -0.106 0.067
N -1.210 -2.044 -0.122
N -1.356 0.571 -0.232
N -1.617 0.321 -0.973
O 1.919 1.497 0.651
O 0.360 0.034 0.010

Multiplicity: 1
Relative energy (zero: lowest compared OMol25 entry of this formula, charge and spin) (eV): 7.974
HOMO level (alpha / beta) (eV): -8.986 / -8.832
Total energy (a.u.): -354.39051
Kohn-Sham gap (alpha / beta) (hartree): 0.3249 / 0.2962

=====

C5H9NO | the ωB97M-V functional and the def2-TZVPD basis

Each line ends with the natural charge from an NBO analysis.
Element x y z (Å)
C  1.868357  -0.938257  0.247695  -0.6228
C  0.904019  0.401889  0.448620  -0.4293
C  -0.288745  0.200017  -0.500242  0.1020
O  -0.222607  -1.141224  -0.968340  -0.7312
C  -1.688477  0.196543  0.134035  -0.5293
C  -2.302786  1.498234  0.375405  0.2849
N  -2.826889  2.516347  0.539134  -0.3268
H  2.798870  -0.561801  -0.159998  0.2027
H  1.971646  -1.374645  1.233876  0.2142
H  1.685113  -1.856533  -0.378650  0.2311
H  1.449363  1.347442  0.233626  0.2168
H  0.550187  0.570115  1.494387  0.2098
H  -0.256535  0.910257  -1.338198  0.1806
H  0.243209  -1.217066  -1.801547  0.4783
H  -1.655476  -0.373599  1.068746  0.2506
H  -2.327595  -0.362700  -0.556672  0.2685

Cartesian forces (eV/Å) of the 6 atoms listed first:
C 0.282 0.965 0.738
C 0.407 -1.087 -0.357
C -0.167 -0.293 -0.248
O -1.355 -0.227 -0.932
C -0.062 -0.004 0.068
C -0.384 0.995 0.184

Multiplicity: 1
Relative energy (zero: lowest compared OMol25 entry of this formula, charge and spin) (eV): 2.344
HOMO level (eV): -10.651
Total energy (a.u.): -325.85142
SMILES: CC[C@@H](O)CC#N
Kohn-Sham gap (hartree): 0.4132

=====

C34H79N5O10 | the ωB97M-V functional and the def2-TZVPD basis

Each line ends with the Mulliken charge.
Element x y z (Å)
C  -3.380716  -1.452036  -6.990450  -2.0041
C  -2.396187  -2.293253  -6.189295  1.7701
C  -3.212471  -3.197867  -5.233847  -1.6514
C  -1.596493  -3.160878  -7.159437  -1.2226
C  -0.345366  -3.765361  -6.542162  -0.6691
C  0.519235  -2.681913  -5.885640  -1.3637
C  -0.235107  -1.814769  -4.894027  2.2398
C  -0.309289  -2.557904  -3.527826  -1.6227
C  0.558077  -0.524880  -4.648060  -1.6945
N  -1.498279  -1.392835  -5.481036  -0.2010
O  -2.207583  -0.551708  -4.589748  -0.1438
H  -2.855765  -1.013019  -7.842864  0.4173
H  -4.202964  -2.026847  -7.425278  0.4088
H  -3.839704  -0.687252  -6.367548  0.2804
H  -2.533187  -3.734309  -4.556331  0.3163
H  -3.887857  -2.638215  -4.588829  0.3543
H  -3.707188  -4.003711  -5.775433  0.4734
H  -2.289236  -3.916632  -7.536413  0.4277
H  -1.330105  -2.544217  -8.024745  0.3764
H  -0.651264  -4.441539  -5.737829  0.2952
H  0.212152  -4.270549  -7.329058  0.4244
H  0.963684  -2.059233  -6.669476  0.4915
H  1.338828  -3.215627  -5.397908  0.3576
H  -1.207952  -2.297324  -2.967620  0.2248
H  0.585933  -2.406146  -2.932034  0.1663
H  -0.404592  -3.633880  -3.717570  0.3982
H  0.224503  0.318355  -5.254826  0.2528
H  1.631622  -0.681007  -4.774966  0.5834
H  0.409543  -0.146898  -3.629436  -0.1080
H  -2.386519  -1.112855  -3.818737  0.0184
C  1.226820  -0.632152  8.964969  -1.9592
C  1.919583  -0.416605  7.631093  1.8974
C  2.985824  -1.514558  7.359037  -1.5431
C  0.815737  -0.453362  6.595691  -1.6549
C  1.283390  0.013195  5.237634  -0.2494
C  1.797538  1.444666  5.325039  -0.9184
C  2.809589  1.697549  6.433501  1.6070
C  4.224331  1.367989  5.885834  -1.6886
C  2.811282  3.182135  6.808777  -2.0081
N  2.467794  0.935500  7.629223  0.1430
O  3.383991  1.117912  8.678644  -0.4844
H  0.493213  -1.441092  8.911990  0.4099
H  1.873380  -0.798073  9.824943  0.3975
H  0.642230  0.267237  9.178659  0.4489
H  2.714964  -2.111346  6.489143  0.2944
H  3.948261  -1.054767  7.132193  0.2805
H  3.129215  -2.134702  8.241016  0.4233
H  0.444876  -1.481885  6.580197  0.5117
H  -0.004475  0.175912  6.949686  0.3375
H  2.074810  -0.641694  4.852371  0.2235
H  0.508793  -0.043174  4.470578  0.4198
H  1.018661  2.207712  5.408760  0.3885
H  2.253648  1.636405  4.346096  0.0755
H  4.978513  1.329623  6.675236  0.3324
H  4.557160  2.056062  5.120564  0.2781
H  4.197856  0.354255  5.470621  0.4572
H  3.282071  3.789880  6.039071  0.3516
H  3.269782  3.358351  7.780010  0.3890
H  1.776646  3.513472  6.961287  0.4661
H  4.218437  0.718925  8.386752  0.3886
C  -4.635975  0.863247  -2.655898  -1.7267
C  -4.002892  1.205707  -1.285194  2.0663
C  -2.863408  2.206175  -1.506518  -2.2953
C  -5.050313  1.877955  -0.365355  -1.1596
C  -5.749234  1.002174  0.691473  -0.7677
C  -4.863816  -0.091759  1.265566  -1.1101
C  -4.183329  -0.926213  0.182176  1.3300
C  -3.161280  -1.834990  0.860905  -1.6326
C  -5.210256  -1.764768  -0.575973  -1.6868
N  -3.460173  0.018230  -0.648746  -0.0720
O  -2.422155  -0.530894  -1.416246  1.2459
H  -5.203453  -0.059800  -2.571037  0.3761
H  -3.882358  0.739146  -3.433289  0.1946
H  -5.297952  1.672469  -2.970035  0.4363
H  -3.317659  3.136782  -1.861049  0.5920
H  -2.170254  1.868578  -2.278786  0.1805
H  -2.318040  2.435273  -0.588280  0.3574
H  -4.738018  2.850475  0.014908  0.5057
H  -5.865988  2.182208  -1.034117  0.2257
H  -6.720203  0.633244  0.367472  0.3938
H  -5.965361  1.662324  1.541265  0.3998
H  -5.424579  -0.747476  1.939083  0.4339
H  -4.086261  0.338445  1.905300  0.3580
H  -2.300745  -1.237599  1.180189  0.1231
H  -3.522202  -2.340567  1.758139  0.4609
H  -2.744715  -2.582781  0.183966  0.2843
H  -5.597883  -2.601278  0.008280  0.4327
H  -6.050385  -1.173092  -0.950919  0.3998
H  -4.808584  -2.189406  -1.504527  0.1055
H  -1.622709  -0.111866  -1.069505  -0.0523
N  5.390657  1.677348  2.600548  -0.4255
C  6.142928  0.529819  2.406014  0.4363
N  5.603068  -0.401942  1.556152  -0.2664
O  7.220144  0.366052  2.952678  -0.6814
H  5.779812  2.242384  3.333716  0.3037
H  4.393239  1.547489  2.521958  0.2569
H  6.173970  -1.218867  1.444537  0.1841
H  4.607970  -0.395673  1.403522  0.2949
O  1.325924  2.848015  -2.046993  -0.4766
C  0.669434  4.019733  -2.571571  -0.4480
C  0.159814  3.641594  -3.936258  0.0464
O  0.028480  4.755770  -4.801783  -0.6009
H  1.419842  3.005782  -1.102731  0.1465
H  -0.142127  4.359257  -1.921948  0.3216
H  1.423912  4.812452  -2.589222  0.3479
H  -0.809858  3.150052  -3.823310  0.0344
H  0.913386  2.944339  -4.321012  0.1590
H  -0.319592  4.462201  -5.647152  0.3448
O  2.539783  -1.397641  -1.181228  -0.4179
C  3.694231  -0.914387  -1.859404  -0.6371
C  3.422020  0.441167  -2.439622  0.2506
O  3.339424  1.414417  -1.405896  -0.5740
H  2.753041  -2.225602  -0.740493  0.1758
H  4.548729  -0.857596  -1.171483  0.2536
H  4.036377  -1.570682  -2.668807  0.4721
H  2.479753  0.377477  -2.987378  -0.2490
H  4.265275  0.632264  -3.111294  0.4454
H  3.037760  2.232080  -1.821085  0.4176
O  2.615916  0.430540  1.258752  -0.4677
C  1.287044  0.417227  1.737090  0.4561
C  0.297546  0.751795  0.646846  0.0886
O  0.152385  -0.320658  -0.284717  -0.1602
H  2.623151  0.569256  0.300195  0.1722
H  0.952229  -0.523054  2.181225  0.0497
H  1.205871  1.219407  2.480216  -0.1115
H  0.621964  1.643255  0.099638  -0.7241
H  -0.682829  0.918790  1.093892  0.5873
H  0.999835  -0.622862  -0.647027  -0.0156

Cartesian forces (eV/Å) of the 6 atoms listed first:
C -0.122 0.218 -0.470
C -0.897 -0.628 0.461
C 1.028 -0.508 0.476
C -0.002 0.315 -0.124
C -0.493 0.581 0.354
C 0.081 -0.527 -1.012

Multiplicity: 1
Relative energy (zero: lowest compared OMol25 entry of this formula, charge and spin) (eV): 0.000
HOMO level (eV): -7.868
Total energy (a.u.): -2368.89825
SMILES: CC1(C)CCCC(C)(C)N1O.CC1(C)CCCC(C)(C)N1O.CC1(C)CCCC(C)(C)N1O.NC(N)=O.OCCO.OCCO.OCCO
Kohn-Sham gap (hartree): 0.2969